171
Properties=species:S:1:pos:R:3:mulliken_charge:R:1 method="wB97M-V/def2-TZVPD" smiles=CC1(C)CCCC(C)(C)N1O.CC1(C)CCCC(C)(C)N1O.COC[C@H](C)N.COC[C@H](C)N.COC[C@H](C)N.COC[C@H](C)N.COC[C@H](C)N.COC[C@H](C)N.CCO relative_energy_kj_mol=321.7 e_homo_ev=-8.01 lumo_ev=0.6
C 24.36 24.52 25.66 -1.8579
C 24.94 25.20 26.91 1.7239
C 26.02 26.19 26.57 -1.0117
O 26.70 26.67 27.70 0.3400
C 26.20 27.88 28.23 -0.8806
N 23.77 25.94 27.50 -0.6501
H 23.56 25.06 25.16 0.4324
H 24.02 23.54 25.99 0.4142
H 25.12 24.33 24.90 0.3721
H 25.15 24.52 27.74 0.0545
H 25.68 26.99 25.90 0.4191
H 26.76 25.69 25.92 -0.2123
H 25.97 28.62 27.45 0.8049
H 26.93 28.35 28.89 -0.4129
H 25.27 27.82 28.80 0.1157
H 22.96 25.34 27.58 0.3552
H 23.99 26.12 28.48 -0.4230
C 30.61 23.21 36.29 -0.9500
C 32.08 23.56 35.99 0.7867
C 32.18 25.09 35.86 -1.0953
O 31.20 25.60 34.95 -0.1236
C 31.47 25.31 33.58 0.5581
N 32.89 22.99 37.07 -0.7036
H 29.93 23.72 35.62 -0.2280
H 30.36 23.59 37.29 0.5481
H 30.35 22.17 36.47 0.4068
H 32.38 23.00 35.11 0.1467
H 33.15 25.49 35.53 0.3808
H 31.99 25.60 36.80 0.2273
H 32.46 25.63 33.27 0.5500
H 30.67 25.88 33.09 -0.9640
H 31.21 24.29 33.30 0.0072
H 32.41 22.97 37.96 0.2554
H 33.78 23.46 37.21 0.2412
C 24.87 30.90 32.18 -1.7065
C 25.75 30.00 31.38 1.1701
C 27.25 30.37 31.32 1.2036
O 27.40 31.73 30.93 -0.6215
C 27.39 31.95 29.52 -0.1097
N 25.54 28.62 31.75 -0.4380
H 25.10 30.88 33.26 0.2108
H 23.81 30.70 32.10 0.3464
H 25.07 31.90 31.80 0.4738
H 25.35 30.06 30.35 -0.0502
H 27.83 29.65 30.74 -0.5836
H 27.60 30.42 32.36 -0.0413
H 26.51 31.47 29.10 0.1731
H 28.31 31.56 29.07 0.3309
H 27.39 33.02 29.35 0.3981
H 26.16 28.02 31.21 -0.9147
H 25.59 28.27 32.70 0.2828
C 23.71 25.05 31.27 -0.7875
C 22.51 25.93 30.93 0.2694
C 21.69 26.25 32.17 -0.7413
O 20.67 25.27 32.37 -0.3521
C 19.71 25.72 33.30 -0.7827
N 23.13 27.15 30.34 -0.3021
H 24.32 25.55 32.02 -0.1290
H 24.26 24.77 30.37 -0.0255
H 23.39 24.06 31.63 0.5729
H 21.88 25.54 30.13 0.4337
H 21.19 27.21 32.00 0.4284
H 22.31 26.29 33.07 0.3287
H 19.01 26.32 32.71 0.2985
H 20.08 26.15 34.24 0.3040
H 19.19 24.87 33.75 0.2745
H 23.84 27.51 30.99 -0.1941
H 22.41 27.88 30.39 0.3495
C 28.07 28.69 35.55 -1.6184
C 27.10 27.93 34.63 2.5117
C 27.27 26.40 34.86 -0.8891
O 26.92 26.03 36.17 -0.5548
C 27.58 24.86 36.63 -0.3471
N 25.71 28.23 35.01 -0.5802
H 27.90 29.76 35.44 0.4786
H 29.11 28.37 35.52 0.2631
H 27.73 28.40 36.55 0.4292
H 27.30 28.14 33.58 -1.6621
H 28.33 26.22 34.68 -0.0425
H 26.61 25.90 34.15 0.5840
H 27.58 24.08 35.86 -0.1135
H 26.95 24.51 37.45 0.3630
H 28.61 25.07 36.90 0.2679
H 25.55 27.53 35.73 0.3338
H 25.74 29.15 35.45 0.2733
C 30.67 23.03 27.11 -1.6042
C 29.28 23.62 26.94 1.2318
C 28.26 22.83 26.14 -0.4390
O 28.59 22.54 24.81 -0.4484
C 28.88 23.71 24.04 -0.4277
N 28.79 24.10 28.24 0.0998
H 31.13 22.79 26.15 0.3605
H 30.79 22.17 27.77 0.2645
H 31.35 23.72 27.61 0.3153
H 29.50 24.52 26.34 -0.0052
H 27.30 23.37 26.16 0.1691
H 28.06 21.90 26.68 0.3773
H 29.88 24.12 24.06 0.2286
H 28.06 24.38 24.31 0.0428
H 28.65 23.53 22.98 0.2966
H 28.95 25.09 28.42 -0.1987
H 27.78 24.21 28.07 -0.3703
C 31.57 30.17 27.23 -1.8675
C 30.30 29.52 27.81 1.8287
C 30.13 28.04 27.44 -0.3551
C 31.05 27.19 28.27 -0.6531
C 30.74 27.29 29.78 0.1283
C 30.91 28.76 30.26 0.9738
N 30.26 29.61 29.28 1.1406
O 30.19 30.96 29.71 -0.7889
C 30.06 28.75 31.55 -0.6576
C 32.39 29.02 30.50 -1.8063
C 29.07 30.25 27.28 -1.3953
H 31.54 30.06 26.14 0.4505
H 32.52 29.68 27.43 0.2600
H 31.54 31.24 27.43 0.4070
H 29.09 27.75 27.62 -0.7592
H 30.36 27.81 26.39 0.6242
H 32.12 27.36 28.14 0.7430
H 30.80 26.14 28.04 -0.4262
H 31.39 26.68 30.40 0.9981
H 29.73 26.92 29.93 -1.1977
H 29.00 28.72 31.32 -0.7555
H 30.30 27.86 32.13 -0.2610
H 30.23 29.66 32.13 0.8059
H 32.80 28.22 31.13 0.3907
H 33.01 29.01 29.60 0.2539
H 32.65 29.92 31.07 0.3938
H 28.22 30.23 27.97 -0.1555
H 28.72 29.92 26.30 0.4012
H 29.25 31.32 27.14 0.2900
H 29.24 31.15 29.67 -0.1843
C 30.18 19.79 33.69 -1.8851
C 29.10 20.31 32.72 2.0486
C 28.75 19.04 31.93 -1.5644
C 27.53 19.26 31.03 -0.4412
C 26.34 19.61 31.90 -1.2973
C 26.57 20.62 33.03 1.9745
N 27.95 20.72 33.54 -0.3803
O 28.21 21.89 34.28 0.2955
C 26.17 22.02 32.42 -1.8543
C 25.66 20.38 34.26 -1.8003
C 29.63 21.41 31.80 -1.2384
H 31.14 19.50 33.26 0.4042
H 29.72 19.12 34.41 0.4906
H 30.48 20.61 34.37 0.1021
H 29.63 18.82 31.31 0.5536
H 28.70 18.16 32.57 0.3106
H 27.38 18.35 30.44 0.4515
H 27.75 20.03 30.29 0.1414
H 25.80 18.73 32.28 0.6206
H 25.51 19.91 31.25 0.2614
H 26.15 22.90 33.05 0.4395
H 26.77 22.18 31.52 0.1997
H 25.16 21.90 32.01 0.3767
H 24.67 20.79 34.04 0.4102
H 25.46 19.31 34.33 0.4327
H 26.02 20.72 35.23 0.2484
H 28.98 21.73 30.98 0.2771
H 30.47 21.04 31.20 0.5570
H 29.90 22.33 32.32 -0.3895
H 28.25 21.48 35.15 0.2584
C 28.43 25.23 31.78 0.6928
C 26.94 25.22 31.48 1.1409
O 26.52 26.28 30.63 2.7838
H 28.60 26.26 32.10 -1.2187
H 28.97 25.07 30.85 0.3239
H 28.65 24.57 32.61 -0.1072
H 26.37 25.46 32.39 -1.8199
H 26.59 24.21 31.23 0.9252
H 26.41 25.89 29.74 -0.8370

11
Properties=species:S:1:pos:R:3:mulliken_charge:R:1 method="wB97M-V/def2-TZVPD" smiles="[H]/N=C/OCC#C" relative_energy_kj_mol=326.9 e_homo_ev=-10.06 lumo_ev=0.7
N 0.66 1.40 1.43 -0.6021
C 1.39 0.43 1.05 0.1095
O 1.00 -0.42 0.10 -0.2903
C -0.25 -0.08 -0.45 -0.0583
C -0.64 -0.99 -1.53 -0.6284
C -1.71 -1.46 -1.82 -0.1078
H 1.15 1.95 2.13 0.2251
H 2.39 0.16 1.39 0.3686
H -0.25 0.95 -0.81 0.3206
H -1.02 -0.16 0.32 0.3121
H -2.72 -1.78 -1.81 0.3510

53
Properties=species:S:1:pos:R:3:mulliken_charge:R:1 method="wB97M-V/def2-TZVPD" smiles="C#CC[n+]1c(PP(=O)(O)O)cc([PH2]=S)c(COCCOCC)c1CCCCl" charge=+1 e_homo_ev=-11.58 lumo_ev=-5.2
C -4.41 3.30 2.25 -0.1520
C -4.03 2.04 2.06 -0.2527
C -3.53 0.68 1.31 -0.3357
N -2.12 0.87 0.80 0.2135
C -2.01 1.68 -0.45 0.2650
P -3.50 2.46 -1.30 -0.0535
P -3.01 3.26 -3.27 0.9131
O -1.83 4.25 -3.29 -0.5625
O -2.87 1.96 -4.39 -0.4489
O -4.40 4.16 -3.77 -0.4984
C -0.58 1.89 -1.08 -0.5129
C 0.75 1.32 -0.40 -0.1142
P 2.39 1.72 -1.27 0.2128
S 2.55 1.00 -3.07 -0.3314
C 0.56 0.49 0.93 0.4162
C 1.88 -0.08 1.65 -1.0365
O 1.88 -1.54 1.66 -0.2097
C 3.13 -2.08 1.15 -0.6081
C 3.04 -2.42 -0.46 -0.1270
O 4.33 -2.08 -1.06 -0.2810
C 4.33 -2.44 -2.47 -0.2580
C 5.66 -1.72 -3.10 -0.8419
C -0.93 0.30 1.49 0.3049
C -1.06 -0.55 2.87 -0.6835
C -1.72 -2.01 2.67 -0.5290
C -2.79 -2.42 3.84 -0.4496
Cl -2.30 -1.85 5.52 -0.1787
H -4.71 4.42 2.33 0.3656
H -3.62 -0.15 2.11 -0.1575
H -4.27 0.37 0.46 0.4478
H -4.41 1.35 -1.54 0.0944
H -3.70 1.42 -4.23 0.3474
H -5.17 3.96 -3.18 0.3313
H -0.46 2.48 -2.06 0.2341
H 2.44 3.17 -1.38 0.1817
H 3.56 1.34 -0.54 0.1490
H 2.84 0.37 1.20 0.3087
H 1.86 0.27 2.77 0.3367
H 3.32 -3.07 1.74 0.2660
H 4.05 -1.41 1.39 0.3149
H 2.78 -3.55 -0.56 0.2555
H 2.18 -1.78 -0.90 0.1614
H 4.41 -3.57 -2.66 0.3018
H 3.42 -2.03 -3.06 0.2620
H 6.44 -1.71 -2.23 0.2418
H 5.33 -0.64 -3.37 0.1679
H 6.11 -2.30 -3.99 0.3163
H -0.07 -0.68 3.43 0.4178
H -1.73 0.11 3.57 0.5487
H -0.92 -2.87 2.69 0.3272
H -2.30 -2.14 1.67 0.2972
H -2.92 -3.57 3.91 0.3860
H -3.86 -2.01 3.62 0.2356

34
Properties=species:S:1:pos:R:3:mulliken_charge:R:1 method="wB97M-V/def2-TZVPD" relative_energy_kj_mol=259.3 charge=+1 e_homo_ev=-11.85 lumo_ev=-3.9
O -0.42 -0.51 0.73 -0.1061
H -0.49 -0.03 1.56 0.4493
H 0.31 -1.13 0.79 0.5330
H -0.31 0.08 -0.03 0.2506
O 2.59 -0.22 -2.12 -0.3476
H 2.96 0.60 -2.47 0.4634
H 2.40 -0.83 -2.84 0.4666
H 1.74 0.00 -1.74 0.3378
C -1.67 2.34 -0.79 -1.1596
C -0.13 2.36 -1.17 0.1619
C 0.76 2.80 0.01 -1.0662
O 0.20 1.03 -1.54 -0.8687
H -2.09 3.27 -0.41 0.4228
H -1.88 1.64 0.02 0.2402
H -2.27 2.03 -1.65 0.2977
H 0.09 3.10 -1.94 0.3426
H 0.81 2.00 0.75 0.0722
H 0.37 3.67 0.52 0.3873
H 1.76 3.16 -0.25 0.3112
O -1.08 -2.76 2.86 -0.5465
H -0.66 -2.08 3.38 0.2683
H -1.07 -3.53 3.42 0.2899
O -0.13 0.62 3.04 -0.6041
H -0.72 0.26 3.70 0.2787
H 0.47 1.19 3.53 0.2801
O -1.14 -3.69 -0.39 -0.5897
H -0.32 -4.16 -0.52 0.2845
H -1.07 -2.91 -0.94 0.2819
O 1.62 -1.92 0.47 -0.5800
H 2.43 -1.77 -0.03 0.2420
H 1.76 -2.76 0.91 0.2700
O -1.63 -0.90 -2.01 -0.6413
H -1.10 -0.11 -1.98 0.3159
H -2.10 -0.85 -2.84 0.2618